[1]
Formula: C9H80N2O36S
Source: the Open Molecules 2025 dataset
Level of theory: the ωB97M-V functional and the def2-TZVPD basis

The HOMO-LUMO gap is 8.831 eV.

```
128
Properties=species:S:1:pos:R:3:forces:R:3
N -0.467 -2.949 2.200 1.4 -10.1 6.2
C -0.585 -2.031 1.655 -1.4 8.8 -5.4
C -0.641 -0.849 0.848 0.2 -0.3 -0.8
C -1.527 -1.115 -0.344 -1.4 -0.2 0.8
C -2.984 -1.124 0.124 0.5 1.0 -0.8
C -3.823 -0.127 -0.658 -0.3 -0.7 0.5
C -4.546 0.780 0.284 0.4 -0.2 -0.9
O -3.630 1.674 0.851 0.2 0.3 1.0
C 0.812 -0.526 0.479 -0.2 0.4 0.7
C 1.125 -0.934 -0.848 -1.8 2.4 9.2
N 1.296 -1.143 -1.889 2.3 -2.7 -10.9
C 1.229 0.884 0.812 -0.1 0.2 -0.5
S 0.449 2.150 -0.153 0.8 0.6 0.4
O 0.342 1.804 -1.507 0.7 -1.1 -2.7
O -0.775 2.563 0.415 -1.5 0.6 2.0
H -1.077 -0.105 1.478 -0.2 1.1 0.2
H -1.432 -0.377 -1.106 0.5 0.6 -0.5
H -1.358 -2.080 -0.766 0.7 -0.6 -0.5
H -3.043 -0.826 1.147 0.1 0.0 1.0
H -3.400 -2.093 0.026 -0.4 -1.0 0.0
H -3.244 0.470 -1.322 0.6 0.4 -0.6
H -4.493 -0.692 -1.258 -0.9 -0.2 -0.7
H -4.951 0.180 1.056 -0.9 -0.3 0.9
H -5.310 1.299 -0.258 -0.8 0.4 -0.1
H -3.597 2.423 0.265 0.4 0.7 -0.2
H 1.398 -1.148 1.112 0.9 -0.4 0.7
H 0.929 1.054 1.816 -0.2 0.4 1.0
H 2.303 1.004 0.817 0.1 0.2 -0.5
H 1.289 3.204 -0.066 0.4 -0.2 0.3
O -2.823 4.332 -0.220 0.1 0.6 0.0
H -1.909 4.174 0.049 -0.1 -0.5 -0.1
H -2.748 4.749 -1.091 -0.2 -0.1 -0.1
O -4.369 5.071 -2.859 0.0 -0.3 0.1
H -4.981 5.162 -2.112 -0.2 0.2 -0.1
H -4.761 5.616 -3.549 0.1 0.2 0.0
O 3.463 1.311 2.339 0.6 0.0 0.3
H 3.775 0.566 2.865 -0.1 0.0 0.2
H 3.822 2.079 2.796 -0.1 0.0 0.0
O -2.160 -3.348 -2.958 -0.1 0.3 0.2
H -1.431 -3.312 -3.586 -0.1 -0.1 -0.2
H -2.422 -4.271 -2.975 0.0 -0.1 0.1
O 2.587 -2.485 3.713 0.0 0.4 -0.2
H 3.095 -2.396 2.900 0.1 0.0 0.0
H 1.667 -2.457 3.413 -0.1 -0.4 0.1
O -1.726 7.413 0.704 0.1 -0.2 0.2
H -1.042 7.369 0.030 0.0 0.1 -0.1
H -2.055 6.509 0.767 -0.3 0.0 -0.1
O -3.722 0.830 -3.693 -0.7 -0.7 0.5
H -3.499 1.713 -3.392 0.2 0.2 -0.2
H -3.174 0.713 -4.467 0.1 0.2 -0.2
O -7.376 -0.616 -0.563 -0.1 0.0 -0.1
H -8.041 -0.560 0.130 0.1 0.0 0.2
H -7.739 -0.097 -1.286 0.0 0.0 -0.1
O 4.281 -1.867 -2.979 0.2 0.2 -0.3
H 3.578 -1.795 -2.323 -0.1 0.0 0.0
H 3.908 -1.439 -3.757 -0.2 0.1 0.1
O -6.597 6.074 -1.260 0.1 0.1 -0.1
H -7.472 6.281 -1.599 -0.1 -0.1 -0.1
H -6.305 6.891 -0.833 0.0 -0.1 0.3
O -1.302 -2.457 -5.609 0.1 0.1 0.0
H -1.481 -1.653 -5.111 -0.1 0.0 0.0
H -1.131 -2.155 -6.505 0.0 -0.1 -0.1
O 0.159 -4.985 -2.509 0.2 -0.1 -0.1
H 0.169 -4.077 -2.192 -0.1 0.0 0.1
H 0.243 -5.530 -1.720 0.0 0.0 0.2
O 2.518 -0.074 5.430 0.2 0.0 -0.1
H 2.543 -0.859 4.871 -0.1 -0.2 -0.1
H 3.250 -0.223 6.045 0.0 0.2 0.2
O 0.193 4.669 2.342 -0.1 0.0 -0.2
H -0.139 5.568 2.254 0.0 0.1 0.1
H -0.512 4.114 1.984 0.1 -0.1 0.1
O 6.863 -1.597 -5.187 0.0 0.2 0.0
H 6.147 -1.546 -4.547 0.0 -0.2 0.1
H 6.499 -1.210 -5.989 0.0 0.0 -0.1
O 6.989 -0.764 -2.128 -0.1 0.2 0.0
H 7.536 -0.525 -2.883 0.1 -0.1 0.0
H 6.090 -0.800 -2.483 0.0 -0.2 0.2
O 3.701 -4.218 -5.257 -0.1 0.1 -0.1
H 3.941 -3.504 -4.658 0.1 -0.1 0.2
H 2.768 -4.371 -5.081 0.0 -0.1 0.0
O 0.718 -6.722 0.247 0.0 -0.1 0.1
H 1.376 -7.331 -0.108 0.1 0.0 0.1
H 0.790 -6.829 1.206 0.0 0.2 -0.2
O 4.173 -5.104 3.806 0.2 0.1 -0.1
H 4.043 -4.177 4.051 0.0 -0.1 0.2
H 4.328 -5.083 2.854 -0.2 -0.2 0.0
O -2.074 2.651 -4.494 0.5 0.0 -0.1
H -1.187 2.554 -4.132 0.0 0.1 0.2
H -1.928 3.109 -5.325 -0.1 0.1 -0.2
O 5.897 -6.471 1.998 0.1 0.1 0.1
H 6.550 -7.162 1.861 0.0 0.0 -0.1
H 6.016 -6.208 2.918 -0.1 0.0 0.1
O -7.109 0.342 2.564 -0.1 0.0 0.1
H -7.108 1.272 2.805 0.1 0.1 -0.1
H -7.070 -0.123 3.405 0.0 -0.1 0.0
O 5.256 -3.428 5.986 0.1 0.2 0.2
H 4.528 -3.537 6.607 -0.1 0.1 0.0
H 5.716 -4.274 6.013 0.0 0.0 -0.1
O -1.754 3.521 -7.643 0.1 0.1 0.1
H -1.196 3.854 -8.352 0.1 0.0 0.0
H -2.651 3.614 -7.981 -0.1 0.0 0.1
O 4.890 -0.419 7.318 -0.2 -0.1 0.0
H 5.176 0.222 7.979 0.1 0.1 0.0
H 5.713 -0.790 6.989 0.1 0.0 -0.1
O -6.069 7.352 1.365 0.0 0.1 0.0
H -5.796 6.552 1.823 0.0 -0.1 -0.1
H -5.580 8.055 1.803 0.0 0.1 0.0
O 6.779 -3.092 8.702 0.0 0.0 0.0
H 6.130 -2.858 9.371 0.0 0.0 0.1
H 6.400 -2.762 7.879 0.0 -0.1 -0.1
O 7.251 1.157 7.983 0.0 0.0 -0.1
H 8.151 1.029 8.296 0.0 0.0 0.1
H 7.355 1.412 7.062 0.0 0.1 0.0
O -5.945 2.881 -4.318 -0.2 0.1 0.1
H -5.661 2.093 -3.840 0.1 -0.1 -0.2
H -5.555 3.605 -3.812 0.1 0.0 0.0
O 0.753 -9.518 1.461 0.0 0.1 0.1
H 0.081 -8.981 1.029 -0.1 0.0 -0.1
H 0.533 -9.457 2.396 0.1 -0.1 0.0
O 1.420 -5.221 5.015 0.3 -0.3 0.0
H 1.632 -4.518 5.636 0.0 0.0 -0.1
H 2.282 -5.563 4.720 -0.3 0.3 0.0
O -0.297 5.072 -5.106 -0.1 0.0 -0.2
H -0.804 4.892 -5.909 0.1 -0.1 -0.1
H 0.560 4.673 -5.280 0.1 0.1 0.0
O -2.172 7.458 -6.106 -0.1 -0.1 -0.1
H -1.895 6.680 -5.612 0.1 0.0 0.1
H -1.799 8.192 -5.610 0.0 0.1 0.0
```
Positions in Å, forces in eV/Å.


[2]
Formula: C34H82N3O10Zr
Source: the Open Molecules 2025 dataset
Level of theory: the ωB97M-V functional and the def2-TZVPD basis

The charge is +1. The HOMO-LUMO gap is 5.829 eV.

```
130
Properties=species:S:1:pos:R:3:forces:R:3
Zr 1.347 -1.609 1.899 -1.2 3.6 -4.5
C -0.492 2.189 -1.045 0.6 1.5 -0.5
C -0.739 0.700 -1.208 -0.8 0.1 1.4
C -1.557 0.489 -2.469 0.1 -0.3 -1.7
C -0.818 0.536 -3.825 0.2 -0.4 1.9
C 0.474 -0.296 -3.663 -0.4 1.7 -1.7
C 1.316 -0.091 -2.398 -0.3 0.9 0.2
N 0.464 -0.130 -1.190 -0.9 -1.5 -0.9
O 1.101 -0.315 0.025 0.8 -0.5 2.0
C 2.111 1.272 -2.458 0.9 -1.2 1.2
C 2.272 -1.252 -2.446 0.8 -0.9 0.5
C -1.736 0.294 -0.088 0.4 -0.6 0.2
H -0.309 2.693 -1.998 0.3 -0.3 -0.2
H 0.374 2.417 -0.423 -0.1 -0.1 0.1
H -1.333 2.803 -0.708 -0.3 -0.5 0.5
H -2.288 1.292 -2.582 -0.4 -0.2 0.7
H -2.040 -0.490 -2.409 -0.2 0.1 0.1
H -0.672 1.588 -4.075 0.5 -0.1 -0.2
H -1.494 0.122 -4.571 0.2 -0.1 -0.1
H 1.109 0.099 -4.463 0.3 -0.4 -0.1
H 0.274 -1.332 -3.940 0.0 -0.2 0.6
H 3.047 1.208 -3.018 -0.5 0.0 -0.9
H 2.566 1.361 -1.465 -0.5 0.2 0.3
H 1.536 2.174 -2.627 0.0 -0.2 -0.4
H 1.807 -2.226 -2.262 -0.5 0.2 0.1
H 3.074 -1.182 -1.707 0.2 0.3 -0.3
H 2.662 -1.381 -3.457 0.4 0.4 0.1
H -1.511 0.715 0.890 -0.1 0.4 -0.2
H -1.803 -0.776 0.135 0.3 -0.2 -0.6
H -2.716 0.582 -0.467 -0.1 0.3 0.5
C 5.148 -0.063 5.159 -0.9 0.3 -1.4
C 4.104 0.871 4.484 0.2 1.0 0.2
C 4.485 2.355 4.557 0.6 1.1 0.5
C 5.730 2.717 3.750 -1.0 -0.7 0.1
C 5.437 2.412 2.281 0.8 0.4 0.3
C 4.854 0.998 1.947 1.2 0.8 1.5
N 3.902 0.649 3.038 -1.9 0.4 -0.7
O 3.042 -0.415 2.771 -1.7 -2.5 -1.5
C 6.006 -0.017 1.977 0.3 -0.1 0.1
C 4.279 1.172 0.551 -0.5 -1.0 0.1
C 2.786 0.781 5.254 -0.5 -0.1 -0.2
H 6.101 0.093 4.660 0.2 -0.2 0.4
H 4.751 -1.044 4.891 0.4 -0.3 0.4
H 5.196 0.079 6.235 0.1 0.0 0.0
H 4.634 2.711 5.580 0.0 -0.5 0.2
H 3.658 2.982 4.210 -0.2 -0.3 -0.2
H 6.549 2.140 4.186 0.3 0.0 -0.4
H 5.976 3.773 3.862 0.0 0.0 0.0
H 6.384 2.607 1.770 0.0 -0.6 -0.5
H 4.802 3.201 1.871 -0.4 -0.1 0.2
H 5.759 -0.912 2.548 -0.3 -0.2 -0.4
H 6.847 0.390 2.542 0.2 0.1 -0.3
H 6.319 -0.262 0.961 0.3 -0.1 0.1
H 5.015 1.607 -0.126 0.2 0.2 0.3
H 3.395 1.808 0.558 0.0 -0.1 0.0
H 4.042 0.201 0.111 -0.4 0.1 0.0
H 2.014 1.370 4.758 0.1 0.1 0.0
H 2.924 1.194 6.253 0.1 0.0 0.0
H 2.351 -0.212 5.385 0.4 -0.2 -0.1
C -2.973 -2.064 2.646 1.6 1.4 -0.8
C -2.872 -3.201 1.600 -0.3 0.1 1.6
C -4.077 -3.045 0.666 -0.2 0.8 -0.7
C -4.084 -3.919 -0.577 0.2 0.6 0.0
C -2.761 -3.727 -1.325 -1.4 -0.1 0.3
C -1.540 -3.963 -0.441 1.5 -0.4 -1.6
N -1.636 -3.137 0.767 -0.2 1.2 -0.3
O -0.420 -2.813 1.379 2.2 1.1 1.4
C -0.336 -3.492 -1.336 -0.1 0.9 1.3
C -1.347 -5.492 -0.244 -0.3 -0.4 0.7
C -2.978 -4.511 2.380 -0.5 -0.4 -0.4
H -2.090 -1.978 3.287 -0.2 -0.9 0.4
H -3.888 -2.030 3.231 0.0 -0.5 -0.1
H -2.860 -1.071 2.194 -0.5 -0.1 -0.6
H -4.088 -2.006 0.313 0.5 0.0 -0.1
H -5.070 -3.049 1.123 0.3 -0.6 0.8
H -4.871 -3.470 -1.186 -0.2 -0.6 -0.2
H -4.311 -4.968 -0.382 0.0 0.0 0.1
H -2.826 -2.720 -1.744 0.6 0.1 0.1
H -2.769 -4.421 -2.167 0.4 0.0 0.0
H 0.612 -3.906 -0.981 -0.1 -0.4 -0.1
H -0.213 -2.410 -1.235 -0.2 0.1 -0.2
H -0.480 -3.724 -2.389 -0.1 -0.3 0.1
H -2.165 -6.090 -0.651 -0.1 0.2 -0.1
H -1.331 -5.762 0.811 0.3 0.1 0.0
H -0.440 -5.874 -0.708 0.1 0.2 0.0
H -3.161 -5.291 1.642 0.4 -0.4 0.3
H -3.862 -4.548 3.019 0.0 0.4 0.1
H -2.111 -4.703 3.010 0.1 -0.1 -0.2
C -3.127 1.696 2.921 -1.4 0.9 0.3
O -2.231 1.048 3.804 0.9 -0.4 -0.5
H -3.937 1.072 2.536 0.3 -0.4 0.0
H -3.624 2.501 3.470 0.0 0.1 -0.1
H -2.650 2.164 2.064 0.6 -0.3 0.2
H -2.712 0.667 4.543 -0.1 0.0 0.0
C -0.843 1.106 -7.517 0.0 0.0 -0.5
O 0.350 0.381 -7.790 0.2 0.0 0.0
H -1.550 1.087 -8.348 0.0 -0.2 0.0
H -1.333 0.698 -6.634 -0.1 0.2 0.1
H -0.574 2.155 -7.402 0.0 -0.1 0.4
H 0.204 -0.264 -8.484 -0.1 0.0 0.0
C -2.993 6.026 -0.514 0.0 0.3 -0.2
O -2.248 5.829 -1.709 -0.1 -0.4 -0.1
H -2.792 5.227 0.201 0.2 0.1 0.1
H -2.759 7.002 -0.088 0.0 -0.1 0.3
H -4.065 6.007 -0.718 0.0 0.0 -0.2
H -1.650 6.562 -1.856 0.0 0.1 0.1
C 0.708 1.598 2.273 0.0 0.5 -0.5
O 0.256 0.255 2.572 0.2 -0.1 0.7
H -0.096 2.050 1.693 0.1 0.2 0.0
H 0.869 2.153 3.195 0.0 -0.1 0.0
H 1.613 1.606 1.674 0.0 -0.4 0.1
H -0.513 0.460 3.138 -0.6 -0.8 0.1
C -5.846 0.421 -0.646 -0.3 0.9 -0.7
O -6.739 0.795 0.392 0.3 -0.6 0.5
H -5.371 1.331 -1.022 0.4 -0.2 -0.1
H -5.078 -0.275 -0.315 -0.2 0.1 0.4
H -6.366 -0.037 -1.491 -0.1 -0.1 0.0
H -7.270 1.545 0.118 0.0 0.0 -0.2
C 4.239 -2.628 0.338 1.3 0.4 -0.1
O 2.785 -2.530 0.319 1.1 -0.6 0.9
H 4.581 -3.245 -0.491 -0.3 -0.3 0.1
H 4.760 -1.684 0.173 -0.8 0.3 0.0
H 4.679 -2.980 1.270 -0.7 -0.4 0.1
H 2.578 -3.031 -0.479 -1.0 0.3 0.1
C -3.768 2.551 -5.011 0.1 -1.2 1.0
O -3.568 2.664 -6.392 -0.1 0.5 -0.3
H -3.659 3.477 -4.444 -0.1 0.1 -0.2
H -4.701 2.030 -4.764 -0.4 0.5 -0.1
H -3.039 1.838 -4.618 0.3 0.3 -0.2
H -4.090 3.421 -6.674 0.1 -0.1 -0.3
```
Positions in Å, forces in eV/Å.


[3]
Formula: C7H14FN2
Source: the Open Molecules 2025 dataset
Level of theory: the ωB97M-V functional and the def2-TZVPD basis

The charge is +1. The energy above the lowest of the compared OMol25 structures with the same formula, charge and spin is 5.204 eV. The HOMO-LUMO gap is 8.502 eV.

```
24
Properties=species:S:1:pos:R:3:forces:R:3
C 0.662 0.374 0.918 3.5 2.5 1.6
C -0.633 -1.424 -0.296 3.5 2.4 2.3
C -3.218 0.938 -0.181 -2.1 -0.2 0.2
C -0.990 -2.402 -1.210 -3.3 -0.6 -2.5
C -3.728 0.699 1.020 0.3 0.2 -0.6
C 3.187 0.217 0.854 1.8 -0.7 0.3
C 1.918 1.156 -1.040 2.3 0.6 1.3
N 1.939 0.618 0.307 -1.8 0.0 0.6
N -0.011 -0.808 0.475 -2.5 -1.6 -2.6
F -1.945 0.677 -0.535 0.3 0.0 0.1
H 0.929 0.205 1.971 -0.8 0.2 -0.1
H -2.111 -2.556 -1.091 1.3 -0.2 -0.4
H -0.747 -2.300 -2.320 -0.2 0.7 1.6
H -0.470 -3.254 -0.907 0.7 -1.8 0.6
H -3.171 0.261 1.792 1.3 -0.4 0.9
H -4.725 0.880 1.388 -0.3 0.3 -0.9
H 0.125 1.346 0.753 -0.6 -1.6 0.3
H 3.635 -0.721 0.440 -0.4 0.6 -0.1
H 3.912 1.027 0.732 0.0 0.0 -0.7
H 3.308 0.102 1.936 -1.2 -0.1 0.1
H 2.122 0.330 -1.687 -0.2 -0.3 -1.2
H 0.929 1.621 -1.192 0.8 0.2 -0.4
H 2.896 1.812 -1.077 -2.3 -0.6 -0.4
H -3.813 1.203 -1.049 0.2 0.4 0.1
```
Positions in Å, forces in eV/Å.


Among the records above, which one has the lowest HOMO-LUMO gap?
C34H82N3O10Zr


The highest HOMO-LUMO gap belongs to which entry?
C9H80N2O36S


Look up the HOMO-LUMO gap of the third one.
8.502 eV


The lowest HOMO-LUMO gap belongs to which entry?
C34H82N3O10Zr